Entry from the OMol25 dataset: the molecule C2H7N3S at a distorted geometry (ωB97M-V with the def2-TZVPD basis set).

Its total charge is 0. For the HOMO-LUMO gap, the calculation gives 9.77 eV. The value obtained for the energy relative to the best compared isomer or geometry (same formula, charge and spin) is 78.43 kcal per mole. The electronic energy is -642.7277 Ha. As for the SMILES: CN(S)/C=N\N. The LUMO energy is 0.86 eV.

XYZ file:
```
13
Properties=species:S:1:pos:R:3:forces:R:3:nbo_charge:R:1
C 0.96327 -0.87972 0.13899 2.905 -0.359 -0.977 -0.459
C -1.18239 0.19241 0.54063 0.764 3.153 -0.197 0.134
H 1.64197 -1.20593 -0.73619 -0.720 1.092 1.120 0.211
H 1.03474 -1.89282 0.69618 -1.371 1.709 -0.223 0.203
H 1.41001 0.00106 0.67196 -0.068 -1.305 -0.108 0.239
H -0.99371 -2.52420 -0.97568 0.177 1.245 -0.726 0.048
H -2.28848 -0.04363 0.90613 2.776 -0.506 -1.090 0.239
H 0.54456 1.71399 -0.70590 -0.713 -0.147 1.705 0.363
H 0.32392 2.92836 0.36702 -0.471 2.263 0.663 0.364
N -0.24630 -0.35866 -0.50530 -0.495 0.518 5.121 -0.678
N -0.80107 1.37748 0.94698 0.357 -0.384 -1.727 -0.241
N 0.36489 1.96686 0.30827 -0.727 -3.358 -0.530 -0.679
S -0.77142 -1.27520 -1.65310 -2.414 -3.921 -3.032 0.257
```
Forces are in eV/Å.

Entry from the OMol25 dataset: a structure of composition C24H19Cl5MnN2O2 (ωB97M-V with the def2-TZVPD basis set).

Its total charge is +1. For the HOMO-LUMO gap (spin up / spin down), the calculation gives 7.16 / 8.40 eV. The value obtained for the energy relative to the best compared isomer or geometry (same formula, charge and spin) is 13.56 kcal per mole. The multiplicity is 5. The electronic energy is -4637.7182 Ha. The LUMO energy (spin up / spin down) is -3.90 / -2.67 eV.

XYZ file:
```
53
Properties=species:S:1:pos:R:3:forces:R:3:nbo_charge:R:1
Mn -0.30101 0.87944 0.16317 0.323 0.224 0.032 1.477
Cl 2.14673 0.13756 -0.71039 -0.129 0.025 0.131 0.018
C 1.92458 -0.55929 0.90934 0.152 0.044 -0.200 0.054
C 0.69376 -0.32949 1.48127 -0.108 -0.115 -0.027 -0.515
C 0.48531 -0.87058 2.73981 0.013 -0.015 0.028 -0.042
Cl -1.03770 -0.63061 3.52148 0.004 0.004 -0.011 0.051
C 1.48193 -1.60184 3.38754 0.041 -0.011 -0.028 -0.087
Cl 1.20386 -2.26980 4.94288 -0.006 0.008 0.006 0.079
C 2.72149 -1.79591 2.76474 -0.050 0.039 -0.039 -0.066
Cl 3.95211 -2.68510 3.55690 0.029 -0.017 0.006 0.086
C 2.96092 -1.26689 1.49472 -0.098 -0.057 0.196 -0.138
Cl 4.46563 -1.48677 0.70753 0.021 0.012 -0.055 0.076
O 1.40480 3.08440 1.12837 -0.008 -0.025 0.043 -0.675
C 0.67984 3.49485 0.21931 -0.006 -0.024 -0.013 0.762
O -0.11899 2.81014 -0.48620 -0.071 0.015 -0.073 -0.797
C 0.70416 4.99699 -0.07961 0.042 -0.029 0.001 -0.154
N 1.70169 5.58534 0.89146 -0.045 0.093 0.007 -0.522
C 0.95768 6.52816 1.80069 -0.008 -0.046 0.022 -0.222
C -0.20425 6.99258 0.94020 0.025 0.029 -0.020 -0.420
C -0.62165 5.71115 0.21814 -0.019 -0.002 0.006 -0.410
H 1.05472 5.17320 -1.09462 -0.010 -0.008 -0.001 0.244
H 2.46095 6.05934 0.41034 0.018 -0.020 0.004 0.431
H 2.06567 4.74623 1.39186 0.020 -0.031 -0.017 0.480
H 1.63183 7.30480 2.15059 -0.008 0.011 -0.008 0.237
H 0.61423 5.93810 2.64918 0.009 0.014 0.006 0.228
H 0.12981 7.75177 0.22960 -0.005 -0.003 0.001 0.218
H -1.00307 7.42400 1.53886 -0.002 -0.009 0.007 0.252
H -1.18430 5.89406 -0.69301 0.005 0.001 -0.005 0.251
H -1.23786 5.08972 0.86951 -0.002 -0.007 -0.001 0.231
N -2.12194 0.87788 0.73333 -0.131 0.009 -0.014 -0.542
C -2.76377 0.58592 -0.32444 0.048 -0.031 0.082 0.298
C -4.23559 0.67384 -0.42940 0.006 -0.005 -0.014 -0.075
C -4.88744 0.23631 -1.57926 0.002 0.003 0.013 -0.185
C -6.26994 0.30993 -1.66077 -0.008 -0.001 -0.001 -0.210
C -6.99953 0.81822 -0.59715 0.003 -0.001 -0.002 -0.171
C -6.35062 1.25213 0.55422 0.007 0.000 0.003 -0.207
C -4.97325 1.18093 0.64131 -0.009 0.003 0.003 -0.172
C -1.93658 0.13845 -1.50844 -0.054 -0.018 -0.050 -0.242
C -1.72403 0.98915 -2.59651 0.002 -0.012 -0.004 -0.139
C -0.90833 0.57924 -3.63824 -0.006 0.005 0.004 -0.208
C -0.30540 -0.67324 -3.60317 0.014 -0.002 -0.019 -0.175
C -0.50692 -1.51830 -2.52353 -0.012 -0.022 0.033 -0.187
C -1.31718 -1.11511 -1.46922 0.001 -0.031 -0.021 -0.225
H -4.32081 -0.17069 -2.40695 0.004 0.001 -0.002 0.220
H -6.77579 -0.03432 -2.55258 -0.002 0.001 0.001 0.227
H -8.07818 0.87346 -0.66057 0.000 -0.001 -0.002 0.226
H -6.92444 1.64171 1.38426 0.001 0.000 0.000 0.226
H -4.45536 1.50619 1.53394 0.001 0.002 -0.002 0.232
H -2.19575 1.96332 -2.61303 -0.001 0.001 -0.002 0.230
H -0.74193 1.23668 -4.48091 0.000 0.001 -0.001 0.232
H 0.32730 -0.98776 -4.42237 0.001 -0.003 0.002 0.234
H -0.03562 -2.49128 -2.49408 0.002 0.000 -0.010 0.238
H -1.49197 -1.77199 -0.62492 0.001 0.003 0.004 0.248
```
Forces are in eV/Å.